Record 1
A cluster of 7 separate species, C3H20NO8 in total in a non-equilibrium geometry. Source: the Open Molecules 2025 dataset; level of theory: wB97M-V/def2-TZVPD.

The LUMO energy is -2.694 eV. Its charge is +1. Its energy relative to the best compared isomer or geometry (same formula, charge and spin) is 11.0 kcal per mole. For the total energy, the calculation gives -21299.8217 eV. The gap between HOMO and LUMO comes out at 11.63 eV.

Element x y z (Å)
O  -0.504  -1.595  -1.694
C  -0.984  -1.870  -0.628
O  -2.181  -2.453  -0.460
C  -0.754  -0.944  0.553
C  -0.146  -1.316  1.910
N  -0.015  0.301  0.055
H  -2.408  -3.170  -1.069
H  -1.713  -0.454  0.754
H  0.086  -0.381  2.402
H  -0.906  -1.883  2.440
H  0.746  -1.944  1.841
H  0.963  0.010  -0.059
H  -0.028  1.092  0.702
H  -0.313  0.521  -0.903
H  -2.693  0.579  -3.069
H  -1.627  -0.075  -3.755
O  -1.743  0.448  -2.950
H  0.880  3.705  0.992
H  -0.494  3.944  1.599
O  0.020  3.303  1.131
H  -3.316  -1.232  2.426
H  -3.405  -0.634  3.713
O  -2.843  -0.548  2.927
H  0.804  0.178  -2.976
H  2.059  1.088  -2.913
O  1.192  0.932  -2.520
H  3.109  1.010  0.567
H  2.955  0.340  1.855
O  2.579  0.300  0.965
H  4.156  -0.270  -1.318
H  2.799  0.431  -1.197
O  3.725  0.589  -1.320

Mulliken atomic charge list, values in e, 5 entries:
1 O -0.4476
2 C 0.4396
3 O -0.4344
4 C 0.3793
5 C -1.3047

=====

Record 2
A structure of composition C26H51Cl3N2O3PPdSi in a non-equilibrium geometry. Source: the Open Molecules 2025 dataset; level of theory: wB97M-V/def2-TZVPD.

The expectation value of S² is 2.011. The LUMO energy (spin up / spin down) is 2.468 / 2.466 eV. Its charge is -1. As for the spin multiplicity: 3. Its energy relative to the best compared isomer or geometry (same formula, charge and spin) is 0.0 kcal per mole. For the total energy, the calculation gives -95129.7000 eV. The gap between HOMO and LUMO (spin up / spin down) comes out at 5.10 / 6.56 eV.

Element x y z (Å)
C  0.083  2.740  -2.707
C  0.418  3.354  -1.386
H  -0.620  3.327  -3.292
H  -0.324  1.740  -2.567
H  0.990  2.618  -3.304
C  0.124  4.602  -1.013
C  -0.586  5.649  -1.802
H  0.449  4.921  -0.029
H  -0.938  5.295  -2.767
H  0.065  6.507  -1.985
H  -1.450  6.036  -1.255
Pd  0.184  -0.386  0.151
Cl  2.320  -0.732  -0.677
Cl  -0.821  -0.829  -1.894
H  0.353  -5.752  1.724
H  1.307  -6.232  -0.663
C  -0.376  -5.111  1.227
C  0.536  -5.554  -1.032
N  0.169  -4.596  -0.013
H  -0.624  -4.277  1.872
C  0.314  -3.285  -0.219
O  0.017  -2.423  0.625
H  0.919  -5.034  -1.904
H  0.716  -3.008  -1.192
H  -1.274  -5.696  1.029
H  -0.329  -6.146  -1.332
H  -2.412  2.400  -1.134
H  -2.202  3.904  0.882
C  -2.988  1.694  -0.542
C  -2.847  3.199  1.406
N  -2.660  1.871  0.862
H  -2.722  0.692  -0.853
C  -2.007  0.940  1.542
O  -1.696  -0.186  1.115
H  -2.595  3.210  2.463
H  -1.768  1.232  2.574
H  -4.052  1.873  -0.691
H  -3.884  3.512  1.289
O  0.138  1.485  0.023
C  1.110  2.375  -0.447
C  1.235  3.243  1.924
C  1.846  3.042  0.692
H  0.229  2.872  2.060
C  1.902  3.888  2.955
H  1.857  1.837  -1.040
C  3.157  3.480  0.524
H  1.404  4.048  3.904
C  3.204  4.333  2.773
C  3.833  4.118  1.553
H  3.648  3.318  -0.428
H  3.728  4.838  3.575
H  4.852  4.452  1.404
Si  -3.356  -2.876  -5.996
Cl  -3.641  -1.012  -6.924
C  -4.658  -3.036  -4.666
C  -1.633  -2.879  -5.277
C  -3.554  -4.186  -7.312
H  -4.568  -2.241  -3.928
H  -4.561  -3.989  -4.144
H  -5.660  -2.987  -5.086
H  -4.546  -4.149  -7.760
H  -3.415  -5.181  -6.889
H  -2.825  -4.058  -8.110
H  -1.510  -2.084  -4.543
H  -0.882  -2.735  -6.051
H  -1.424  -3.827  -4.780
C  0.012  0.040  4.959
C  1.295  0.411  4.210
P  1.283  -0.172  2.454
C  2.942  0.597  2.098
C  4.135  -0.219  2.575
C  1.321  -1.998  2.861
C  2.142  -2.505  4.059
H  -0.868  0.487  4.463
H  0.063  0.440  5.993
H  -0.147  -1.053  5.021
H  1.343  1.517  4.215
H  2.182  0.051  4.765
H  3.102  0.788  1.038
H  3.028  1.567  2.602
H  4.144  -1.213  2.082
H  5.072  0.311  2.300
H  4.136  -0.321  3.677
H  0.277  -2.335  3.023
H  1.791  -2.515  2.002
H  1.785  -2.128  5.034
H  2.047  -3.611  4.101
H  3.217  -2.291  3.955

Mulliken atomic charge list, values in e, 5 entries:
1 C -1.3667
2 C -0.0143
3 H 0.4012
4 H 0.0442
5 H 0.3046

=====

Record 3
A structure of composition C33H33MnNO3P2 in a non-equilibrium geometry. Source: the Open Molecules 2025 dataset; level of theory: wB97M-V/def2-TZVPD.

The expectation value of S² is 6.075. The LUMO energy (spin up / spin down) is -11.912 / -10.635 eV. Its charge is +3. As for the spin multiplicity: 5. Its energy relative to the best compared isomer or geometry (same formula, charge and spin) is 8.0 kcal per mole. For the total energy, the calculation gives -92265.9196 eV. The gap between HOMO and LUMO (spin up / spin down) comes out at 4.95 / 6.23 eV.

Element x y z (Å)
Mn  0.205  -0.075  0.312
O  -1.309  1.234  0.836
C  -2.443  0.816  1.675
C  -3.502  0.129  0.837
C  -2.907  -0.922  -0.110
C  -2.125  -1.980  0.612
C  -2.714  -3.177  0.971
C  -1.970  -4.163  1.598
C  -0.627  -3.924  1.870
C  -0.089  -2.717  1.503
N  -0.815  -1.752  0.887
H  -1.579  1.989  0.292
H  -2.837  1.691  2.186
H  -2.022  0.148  2.423
H  -4.057  0.855  0.241
H  -4.214  -0.336  1.522
H  -2.262  -0.447  -0.855
H  -3.724  -1.389  -0.655
H  -3.758  -3.343  0.741
H  -2.425  -5.108  1.867
H  -0.007  -4.665  2.354
H  0.952  -2.500  1.688
O  1.865  -1.037  0.157
P  3.406  -0.843  0.051
C  3.680  0.761  -0.773
P  2.468  2.027  -0.258
O  1.058  1.416  -0.503
C  2.692  2.388  1.480
C  1.671  2.149  2.399
C  1.836  2.475  3.734
C  3.027  3.049  4.158
C  4.056  3.277  3.253
C  3.892  2.953  1.916
C  2.740  3.459  -1.264
C  2.943  4.717  -0.690
C  3.154  5.808  -1.515
C  3.146  5.650  -2.896
C  2.922  4.400  -3.465
C  2.717  3.300  -2.655
C  4.098  -2.115  -0.977
C  3.708  -3.431  -0.712
C  4.223  -4.458  -1.482
C  5.131  -4.173  -2.498
C  5.530  -2.867  -2.745
C  5.014  -1.826  -1.988
C  4.176  -0.888  1.661
C  5.568  -0.822  1.729
C  6.195  -0.880  2.961
C  5.441  -1.028  4.119
C  4.056  -1.103  4.050
C  3.419  -1.038  2.821
H  3.536  0.603  -1.846
H  4.690  1.135  -0.594
H  0.722  1.739  2.079
H  1.035  2.300  4.442
H  3.145  3.328  5.198
H  4.982  3.726  3.590
H  4.696  3.145  1.213
H  2.931  4.850  0.384
H  3.326  6.783  -1.080
H  3.309  6.507  -3.535
H  2.911  4.285  -4.541
H  2.530  2.329  -3.101
H  3.007  -3.646  0.087
H  3.924  -5.480  -1.289
H  5.532  -4.977  -3.101
H  6.244  -2.651  -3.530
H  5.332  -0.811  -2.193
H  6.163  -0.748  0.823
H  7.275  -0.827  3.019
H  5.937  -1.104  5.078
H  3.474  -1.215  4.957
H  2.341  -1.106  2.765

Mulliken atomic charge list, values in e, 5 entries:
1 Mn 1.3417
2 O -0.3826
3 C -0.6446
4 C -0.5701
5 C -1.1040

=====

Record 4
A cluster of 2 separate species, C36H44N3O in total in a non-equilibrium geometry. Source: the Open Molecules 2025 dataset; level of theory: wB97M-V/def2-TZVPD.

The LUMO energy is -4.407 eV. Its charge is +1. Its energy relative to the best compared isomer or geometry (same formula, charge and spin) is 53.0 kcal per mole. For the total energy, the calculation gives -44555.2808 eV. The gap between HOMO and LUMO comes out at 5.93 eV.

Element x y z (Å)
C  3.446  -3.211  -2.482
N  2.775  -2.850  -1.257
C  3.531  -2.612  -0.140
O  4.732  -2.844  -0.025
C  2.629  -1.971  0.893
C  3.064  -0.528  1.192
C  3.166  0.279  -0.082
C  4.330  0.207  -0.854
C  4.408  0.865  -2.077
C  3.320  1.616  -2.535
C  2.172  1.730  -1.744
C  2.117  1.106  -0.498
N  1.310  -2.023  0.259
C  0.307  -1.242  0.766
C  -0.709  -0.682  0.044
C  -1.910  -0.142  0.654
C  -3.178  -0.446  -0.113
C  -4.303  -0.909  0.608
C  -5.400  -1.459  -0.055
C  -5.425  -1.542  -1.449
C  -4.308  -1.115  -2.168
C  -3.198  -0.561  -1.520
C  1.337  -2.715  -1.051
C  0.592  -4.106  -1.144
C  1.206  -5.089  -0.144
C  0.722  -4.672  -2.558
C  -0.890  -3.915  -0.842
H  4.308  -2.550  -2.643
H  3.822  -4.242  -2.440
H  2.760  -3.102  -3.321
H  2.632  -2.604  1.799
H  2.366  -0.074  1.909
H  4.056  -0.605  1.662
H  5.170  -0.393  -0.492
H  5.316  0.778  -2.673
H  3.370  2.113  -3.502
H  1.313  2.302  -2.097
H  1.242  1.221  0.152
H  0.378  -1.096  1.854
H  -0.673  -0.772  -1.040
H  -2.088  -0.579  1.641
H  -4.288  -0.906  1.704
H  -6.259  -1.793  0.519
H  -6.311  -1.903  -1.966
H  -4.300  -1.182  -3.255
H  -2.320  -0.281  -2.114
H  0.925  -2.059  -1.836
H  1.079  -4.742  0.887
H  0.706  -6.064  -0.239
H  2.274  -5.245  -0.343
H  0.426  -3.929  -3.312
H  1.739  -5.017  -2.774
H  0.061  -5.545  -2.674
H  -1.352  -3.197  -1.536
H  -1.412  -4.879  -0.961
H  -1.055  -3.571  0.187
C  0.390  4.950  2.321
N  -0.381  3.884  1.667
C  -0.488  2.679  2.276
C  -1.226  1.552  1.949
C  -1.389  0.704  3.166
C  -0.621  1.401  4.307
C  0.027  2.647  3.706
C  -1.217  4.308  0.586
C  -0.804  4.057  -0.728
C  -1.508  4.630  -1.788
C  -2.619  5.445  -1.535
C  -3.012  5.720  -0.220
C  -2.296  5.173  0.846
H  0.454  5.773  1.606
H  -0.108  5.300  3.235
H  1.390  4.579  2.571
H  -1.845  1.535  1.026
H  -2.453  0.649  3.401
H  -1.015  -0.322  3.166
H  -1.313  1.671  5.113
H  0.150  0.751  4.731
H  1.130  2.591  3.734
H  -0.297  3.537  4.277
H  0.096  3.456  -0.882
H  -1.178  4.436  -2.806
H  -3.175  5.878  -2.368
H  -3.869  6.358  -0.013
H  -2.548  5.408  1.882

Mulliken atomic charge list, values in e, 5 entries:
1 C -1.2832
2 N 0.7227
3 C -0.2508
4 O -0.6775
5 C 0.2425

=====

Record 5
A structure of composition C4H9NO in a non-equilibrium geometry. Source: the Open Molecules 2025 dataset; level of theory: wB97M-V/def2-TZVPD.

The expectation value of S² is 0.854. The LUMO energy (spin up / spin down) is -7.766 / -9.118 eV. Its charge is +1. As for the spin multiplicity: 2. Its energy relative to the best compared isomer or geometry (same formula, charge and spin) is 151.8 kcal per mole. For the total energy, the calculation gives -7816.7117 eV. The gap between HOMO and LUMO (spin up / spin down) comes out at 9.06 / 7.41 eV.

Element x y z (Å)
C  -0.624  -1.410  1.306
C  -0.452  -1.299  -0.237
N  0.609  -0.324  -0.680
C  0.504  0.900  0.064
C  0.463  1.898  -1.077
O  -1.422  -1.866  -0.853
H  0.175  -1.413  2.032
H  -1.050  -2.402  1.179
H  -1.389  -0.824  1.726
H  0.636  -1.664  -0.419
H  -0.317  0.840  0.745
H  1.402  1.090  0.607
H  1.196  1.584  -1.850
H  -0.500  1.987  -1.703
H  0.770  2.904  -0.841

Mulliken atomic charge list, values in e, 5 entries:
1 C -1.1258
2 C 0.3947
3 N -0.0791
4 C 0.0414
5 C -1.2181